24
Properties=species:S:1:pos:R:3:forces:R:3 method="wB97M-V/def2-TZVPD" e_tot_ev=-12726.91982 multiplicity=1 gap_ev="6.906 / 6.996" relative_energy_kcal_mol=40.34
C 1.442540 -0.844502 1.344382 -3.64 -2.48 -2.41
C 1.625931 -1.408972 -0.042326 -0.51 0.71 -0.67
C 0.175621 -0.091399 1.434427 -1.86 1.37 1.00
C 1.521067 -0.293130 -1.129290 0.29 -0.43 0.39
C 0.023210 1.077799 0.428970 1.59 -2.78 -2.17
C 0.199372 0.392924 -0.953098 1.55 1.01 2.44
C -1.942815 0.805363 -1.993196 -2.06 0.58 0.33
C -3.077903 1.209126 -1.060564 0.74 -0.57 2.05
N -0.793620 0.204396 -1.772664 2.07 0.40 0.21
F -2.420696 0.260792 -3.149220 -1.04 -0.43 -1.22
H 1.486714 -1.657924 2.016455 -0.25 -0.96 1.01
H 2.179914 -0.247836 1.610007 3.77 3.00 0.94
H 2.653922 -1.548659 -0.025640 2.02 -1.95 -0.47
H 0.952130 -2.287366 -0.209474 0.85 0.65 -0.08
H -0.771372 -0.688202 1.306979 1.07 0.20 0.38
H 0.224914 0.347416 2.427081 -0.79 0.10 0.47
H 2.435478 0.359385 -0.894053 -1.45 -0.27 -0.42
H 1.727800 -0.697895 -2.153986 -0.45 0.22 0.69
H -0.944142 1.441811 0.432232 -1.86 1.12 0.51
H 0.760275 1.855116 0.525540 0.34 0.41 0.31
H -3.986231 1.032406 -1.583595 -0.76 -0.70 -0.60
H -3.191328 2.291337 -0.880071 0.71 -0.29 0.29
H -3.178462 0.636196 -0.008083 0.48 1.14 -2.25
H -0.411945 -0.355284 -2.523240 -0.83 -0.07 -0.74